1.
A molecular structure, C14H17F3HfN2O3S. Source: the OMol25 dataset; level of theory: ωB97M-V/def2-TZVPD.

```
41
Properties=species:S:1:pos:R:3:lowdin_charge:R:1
C 3.0675 -0.8001 -1.6224 -0.168
C 3.2439 -1.9054 -0.5903 -0.167
H 2.0823 -0.8490 -2.1377 0.063
H 3.8141 -0.9831 -2.4151 0.124
H 3.3003 0.2126 -1.2327 0.082
H 2.3120 -2.4132 -0.2923 0.063
H 3.9130 -2.6680 -1.0052 0.110
H 3.7682 -1.5384 0.2957 0.069
C -1.2582 0.1964 -2.5477 -0.084
C -2.4705 0.5680 -3.1033 0.005
C -3.6580 0.4411 -2.3820 0.029
C -3.5807 -0.0859 -1.1009 0.039
H -0.2924 0.2341 -3.0610 0.126
H -2.4619 0.9600 -4.1202 0.136
H -4.6302 0.7323 -2.7926 0.145
H -4.4614 -0.2051 -0.4764 0.121
N -1.1817 -0.2354 -1.2641 -0.041
C -2.3389 -0.4507 -0.5676 -0.185
C -2.1951 -0.9271 0.8093 -0.178
N -0.9148 -0.9793 1.3125 -0.035
C -0.7278 -1.2023 2.6449 -0.059
C -3.1140 -1.4078 2.9807 0.025
C -1.8122 -1.4284 3.4950 0.015
H 0.3191 -1.1547 2.9649 0.104
H -1.6274 -1.6003 4.5499 0.132
C -3.3028 -1.1547 1.6312 0.037
H -4.2953 -1.0682 1.1882 0.125
H -3.9713 -1.5680 3.6212 0.138
Hf 0.8102 -0.3536 -0.0652 1.791
C 2.1520 -0.2510 1.5947 -0.296
H 2.3261 -1.2528 2.0559 0.045
H 1.8624 0.4213 2.4091 0.037
H 3.1414 0.0903 1.2406 0.029
F 2.8938 3.7370 -1.1874 0.163
C 2.2551 3.3672 -0.0474 -0.557
F 3.0806 2.5633 0.6647 0.137
F 1.9813 4.4541 0.7048 0.174
S 0.6883 2.4109 -0.4760 0.692
O -0.3284 3.1776 -1.1102 -0.166
O 1.2720 1.2898 -1.3363 -0.444
O 0.3393 1.6265 0.7706 -0.375
```

Summary:
Net charge: +2
LUMO energy, eV: -8.2

=====

2.
A molecular structure, C14H17F3N4O4. Source: the OMol25 dataset; level of theory: ωB97M-V/def2-TZVPD.

```
42
Properties=species:S:1:pos:R:3:lowdin_charge:R:1
C -3.4624 -3.8134 -0.1293 -0.115
H -4.2105 -3.3610 -0.7129 0.085
H -2.9796 -4.5202 -0.8777 0.137
H -3.7997 -4.2844 0.6943 0.067
C -2.3880 -2.9659 -0.1048 -0.284
C -1.2574 -3.5414 0.7468 -0.030
H -0.8797 -4.3386 0.1997 0.065
H -0.4467 -2.7015 0.7825 0.127
H -1.5378 -3.9039 1.5375 -0.015
H -2.0593 -2.4051 -0.9190 0.094
C -3.0146 -1.4616 0.9684 0.047
C -2.0421 -0.4664 0.9630 -0.530
O -1.1786 -0.5624 1.9028 0.031
N -1.8313 0.3373 0.0136 0.149
H -2.3083 -0.0169 -1.0224 0.293
C -0.7627 1.0725 0.0405 -0.218
C 0.6305 0.1851 -0.2340 -0.027
C 1.3975 0.5682 0.8348 -0.113
N 2.7471 0.1520 0.8262 0.028
C 3.0202 -0.8761 0.0748 -0.506
O 4.0875 -1.4508 -0.0428 0.071
N 2.0359 -1.1481 -0.8741 0.128
C 0.8618 -0.5892 -1.1604 -0.599
O 0.0497 -1.0875 -1.8866 0.097
C 2.5805 -2.1201 -2.1853 0.110
H 3.5923 -1.9709 -2.4436 0.051
H 1.8002 -2.6139 -2.6762 0.039
H 2.7950 -3.0534 -1.4258 0.125
C 3.4422 0.3270 2.1069 0.022
H 3.0965 0.0381 3.0139 0.064
H 4.4484 -0.0984 1.8017 0.117
H 3.7236 1.4029 1.8721 0.128
N 0.9145 1.5721 1.6381 0.222
C -0.4581 1.6714 1.2687 -0.382
O -1.2027 2.4645 1.8839 0.108
H 1.2992 1.9758 2.5595 0.214
C -0.8792 2.1930 -1.3192 -0.520
F -1.9691 2.9728 -0.6330 -0.003
F -1.1083 1.7107 -2.3489 0.398
F 0.0443 3.1249 -1.1332 0.174
H -3.7967 -1.3360 0.6865 -0.076
H -3.2989 -1.9828 2.1845 0.228
```

Summary:
Net charge: 0
LUMO energy, eV: 0.2

=====

3.
C14H17N3O4 in the gas phase. Source: the OMol25 dataset; level of theory: ωB97M-V/def2-TZVPD.

```
38
Properties=species:S:1:pos:R:3:lowdin_charge:R:1
C 1.9350 1.8098 -1.7777 -0.406
C 1.9916 0.6042 -0.8698 -0.449
C 2.9412 1.7084 -2.7969 -0.177
C -0.2415 1.3158 0.1811 -0.206
C -0.7985 1.3862 1.6356 -0.442
C -1.1842 0.6069 -0.7495 -0.064
C -1.8763 -0.5188 0.0021 -0.195
C -3.1060 -0.4081 0.4512 -0.089
C -1.3458 -1.7082 0.5097 -0.146
C -2.3847 -2.3317 1.2377 -0.180
C -0.0484 -2.2209 0.5920 -0.024
C -2.1853 -3.4342 2.0915 -0.039
C 0.1663 -3.1676 1.5765 -0.086
C -0.9242 -3.7331 2.2594 -0.143
H 3.1183 3.0245 -0.6682 0.151
H 2.1559 3.7429 -1.6931 0.070
H 0.9725 1.6657 -2.2211 0.148
H 3.9584 2.0084 -2.5045 0.138
H 2.9605 0.7433 -3.2595 0.123
H 2.4610 2.4462 -4.6022 0.046
H 1.2727 0.0718 0.8983 0.117
H -0.0144 2.4162 -0.1451 0.171
H -0.7354 0.2645 -1.6520 0.113
H -1.7811 1.4002 -1.1233 0.115
H -3.8311 0.3105 0.1237 0.137
H -4.2449 -1.4475 1.8282 0.159
H 0.9046 -1.8591 0.0504 0.131
H -2.9881 -3.8096 2.6909 0.110
H 1.1935 -3.6359 1.7025 0.124
H -0.7120 -4.4389 3.0592 0.107
H -0.7694 0.0741 3.2119 0.162
N 2.0987 2.9844 -1.0490 0.072
N 1.0515 0.6671 0.1295 0.101
N -3.4619 -1.4795 1.1940 0.099
O 2.7878 -0.2854 -1.0100 0.095
O 2.6024 2.7881 -3.7534 -0.059
O -1.6526 2.0842 2.0615 0.144
O -0.2863 0.3551 2.3887 0.073
```

Summary:
ΔE to the lowest compared entry with this formula, charge and spin, eV: 3.382
Net charge: 0
LUMO energy, eV: 0.6
SMILES: N[C@@H](CO)C(=O)N[C@@H](Cc1c[nH]c2ccccc12)C(=O)O

=====

4.
C14H17N3OS2 in the gas phase. Source: the OMol25 dataset; level of theory: ωB97M-V/def2-TZVPD.

```
37
Properties=species:S:1:pos:R:3:lowdin_charge:R:1
C 7.7254 0.0251 -0.7579 -0.088
C 6.3218 -0.0319 -0.3010 -0.647
N 5.8385 -0.9200 0.4826 -0.011
N 4.5534 -0.7788 0.7692 -0.065
C 4.0079 0.2399 0.1967 -0.960
S 2.3654 0.7396 0.3586 0.934
C 1.6894 -0.6295 1.3656 -0.340
H 2.4985 -1.3439 1.5077 0.072
C 0.5172 -1.2886 0.6455 -0.429
O 0.6018 -2.4493 0.2928 0.077
C -0.6368 -0.4472 0.4345 -0.140
C -1.7933 -0.8124 -0.2508 -0.180
N -2.6339 0.2528 -0.2504 0.016
C -2.0359 1.3147 0.3988 -0.259
C -0.8133 0.9083 0.8377 -0.013
H -0.1138 1.5150 1.3766 0.093
C -2.6832 2.6484 0.5187 -0.023
H -3.4594 2.6525 1.2840 0.076
H -3.1376 2.9458 -0.4248 0.083
H -1.9321 3.3840 0.7935 0.083
C -3.9168 0.3050 -0.8672 -0.252
C -5.1232 0.6512 -0.0415 -0.092
C -4.9455 -0.7422 -0.5539 -0.092
H -4.6875 -1.5042 0.1638 0.105
H -5.5756 -1.0916 -1.3570 0.106
H -4.9800 0.8091 1.0158 0.106
H -5.8784 1.2833 -0.4817 0.104
H -3.8882 0.6850 -1.8859 0.156
C -2.1001 -2.0993 -0.9200 -0.002
H -1.1655 -2.5905 -1.1788 0.078
H -2.6984 -1.9435 -1.8151 0.084
H -2.6423 -2.7687 -0.2515 0.092
H 1.3731 -0.2055 2.3180 0.088
S 5.1191 1.1660 -0.8034 1.007
H 7.7717 -0.0367 -1.8442 0.077
H 8.2735 -0.8060 -0.3231 0.083
H 8.1840 0.9641 -0.4517 0.077
```

Summary:
ΔE to the lowest compared entry with this formula, charge and spin, eV: 2.041
Net charge: 0
LUMO energy, eV: 0.7
SMILES: Cc1nnc(SCC(=O)c2cc(C)n(C3CC3)c2C)s1

=====

5.
C14H17NO in the gas phase. Source: the OMol25 dataset; level of theory: ωB97M-V/def2-TZVPD.

```
33
Properties=species:S:1:pos:R:3:lowdin_charge:R:1
O 0.7360 -5.0283 -0.1306 -0.070
C 1.6124 -4.4177 -1.0457 -0.287
C 1.6404 -2.8943 -0.9184 -0.180
C 0.2701 -2.2812 -1.1958 -0.249
N 0.2590 -0.8848 -0.8100 -0.081
H 0.9795 -0.3801 -1.3197 0.126
C -1.0262 -0.2379 -1.0279 -0.194
C -0.9636 1.2217 -0.6671 -0.165
C -1.2253 2.1735 -1.6189 -0.041
C -1.1860 3.5422 -1.3165 -0.078
C -0.8803 3.9560 -0.0523 -0.039
C -0.5978 3.0144 0.9592 -0.166
C -0.2786 3.4224 2.2714 -0.040
C -0.0042 2.5039 3.2444 -0.086
C -0.0346 1.1342 2.9434 -0.079
C -0.3408 0.7055 1.6820 -0.023
C -0.6335 1.6271 0.6539 -0.114
H -0.3426 -0.3467 1.4512 0.098
H 0.1879 0.4176 3.7210 0.100
H 0.2393 2.8245 4.2471 0.100
H -0.2550 4.4807 2.4911 0.109
H -0.8493 5.0082 0.1928 0.110
H -1.4011 4.2612 -2.0935 0.101
H -1.4749 1.8695 -2.6263 0.107
H -1.3693 -0.3390 -2.0735 0.118
H -1.7616 -0.7472 -0.3932 0.128
H 0.0050 -2.4340 -2.2579 0.124
H -0.4829 -2.7987 -0.5924 0.120
H 1.9458 -2.6159 0.0937 0.114
H 2.3793 -2.4931 -1.6145 0.113
H 1.2476 -4.7081 -2.0339 0.119
H 2.6316 -4.8141 -0.9218 0.114
H 0.9736 -4.7414 0.7587 0.090
```

Summary:
ΔE to the lowest compared entry with this formula, charge and spin, eV: 0.040
Net charge: 0
LUMO energy, eV: 0.7
SMILES: OCCCNCc1cccc2ccccc12

=====

6.
A molecular structure, C14H18B2CaF4N9O4S. Source: the OMol25 dataset; level of theory: ωB97M-V/def2-TZVPD.

```
53
Properties=species:S:1:pos:R:3:lowdin_charge:R:1
Ca 0.3448 0.4100 -0.4712 1.397
C 3.5697 -2.5889 0.7261 0.003
C 2.3669 -1.7305 0.5388 -0.262
N 2.1148 -0.9973 -0.4727 -0.093
O 2.8470 -0.9237 -1.6115 0.062
B 2.3026 0.1368 -2.5780 -0.970
F 1.9474 1.3258 -1.7621 -0.057
F 3.2726 0.4381 -3.4527 0.225
O 1.0521 -0.2794 -3.3552 0.064
N -0.0791 -0.1848 -2.6081 -0.085
C -1.2690 -0.3576 -3.0313 -0.228
C -1.6528 -0.6591 -4.4390 -0.002
C -2.3478 -0.2572 -1.9111 -0.227
N -1.8729 0.0327 -0.7637 -0.083
O -2.5993 0.0614 0.3947 0.069
B -1.7172 0.3893 1.5757 -0.998
F -0.8037 1.4957 1.1626 -0.058
F -2.4695 0.8174 2.6152 0.201
O -0.8416 -0.7389 2.1080 0.051
N 0.2646 -0.9454 1.3338 -0.104
C 1.2694 -1.6659 1.6452 -0.273
C 1.4220 -2.4455 2.9046 0.004
C -3.7937 -0.5035 -2.1815 -0.005
H 4.2059 -2.5228 -0.1532 0.089
H 3.2895 -3.6316 0.8834 0.095
H 4.1355 -2.2680 1.6029 0.093
H -0.7609 -0.6823 -5.0603 0.088
H -2.3396 0.0985 -4.8203 0.098
H -2.1596 -1.6233 -4.5103 0.092
H 0.5616 -2.2793 3.5484 0.086
H 2.3324 -2.1527 3.4305 0.093
H 1.5047 -3.5123 2.6895 0.097
H -3.9675 -0.9108 -3.1729 0.073
H -4.3440 0.4351 -2.0870 0.102
H -4.2051 -1.1853 -1.4376 0.078
C 0.1381 2.8878 3.7587 0.040
N 0.6335 3.6013 2.5755 -0.083
C 0.1728 4.7795 2.1291 0.032
C 0.8587 5.0935 0.9669 0.023
N 1.7088 4.0809 0.7434 0.114
C 1.6085 3.1271 1.7284 -0.750
S 2.4601 1.7245 1.8148 0.945
H -0.1468 3.6286 4.4998 0.112
H 0.9402 2.2617 4.1367 0.089
H -0.7109 2.2716 3.4698 0.094
H -0.6024 5.3288 2.6352 0.155
H 0.7713 5.9506 0.3224 0.148
H 2.3535 3.9792 -0.0308 0.180
N -0.3966 -2.9654 -0.6959 0.273
C -1.3276 -3.6564 -0.7916 -0.239
N -2.3044 -4.5250 -0.8808 0.194
C -3.3699 -4.1972 -1.5506 -0.277
N -4.3673 -3.9653 -2.1107 0.237
```

Summary:
ΔE to the lowest compared entry with this formula, charge and spin, eV: 0.031
Net charge: +1
LUMO energy (alpha / beta), eV: -7.0 / -6.2

=====

| no. | strongest force on any atom (eV/A) | total energy (eV) |
| --- | --- | --- |
| 1 | 2.4 | -44196.3096 |
| 2 | 18.1 | -37084.3552 |
| 3 | 4.4 | -27452.9353 |
| 4 | 1.7 | -42980.9212 |
| 5 | 0.6 | -18331.4688 |
| 6 | 1.6 | -77905.9609 |